# 1
The following is a DFT calculation (wB97M-V/def2-TZVPD) of 4 unconnected molecules or ions with the total composition C20H19Br2N3O6 in a non-equilibrium geometry.

```
50
Properties=species:S:1:pos:R:3:forces:R:3
O 5.507 -6.214 16.760 -0.455 -0.007 0.451
N 5.168 -5.871 17.886 0.246 -0.142 -0.110
O 5.917 -5.302 18.645 -0.171 0.239 0.534
C 3.767 -6.173 18.337 0.677 0.767 -0.259
C 2.985 -6.704 17.358 -2.937 -0.666 -0.253
C 1.611 -6.954 17.696 1.234 0.318 0.843
C 1.129 -6.667 18.994 1.463 0.391 -1.821
C 1.956 -6.049 19.913 0.783 -0.189 0.932
C 3.290 -5.796 19.595 0.269 -0.625 -0.249
H 3.341 -6.879 16.343 0.016 -0.024 0.505
H 0.935 -7.388 16.980 0.020 -0.035 -0.225
H 0.121 -6.842 19.222 -1.189 -0.358 0.309
H 1.617 -5.875 20.949 0.137 0.096 -0.730
H 4.001 -5.436 20.319 -0.028 0.312 0.110
O 13.501 -7.454 17.491 0.921 0.242 0.266
N 12.982 -6.541 18.084 -2.291 0.564 0.669
O 13.400 -5.863 19.008 1.033 -0.640 -0.514
C 11.553 -6.255 17.735 -0.921 1.475 0.781
C 10.976 -6.956 16.711 -0.112 0.181 -0.445
C 9.634 -6.628 16.426 0.270 -1.324 -0.980
C 8.951 -5.600 17.063 -1.443 -1.798 -2.099
C 9.555 -4.899 18.027 1.313 2.485 2.113
C 10.839 -5.211 18.430 1.605 -2.075 -1.569
H 11.650 -7.631 16.143 -1.092 0.225 0.366
H 9.122 -7.236 15.658 0.269 0.585 0.410
H 7.912 -5.415 16.765 0.513 0.052 0.173
H 9.110 -3.972 18.423 -0.043 -0.738 0.093
H 11.445 -4.730 19.153 -0.080 0.784 0.725
O 5.214 -6.666 23.537 -0.401 -0.601 -0.996
N 5.023 -7.439 22.591 -0.995 0.192 2.477
O 4.030 -8.156 22.496 0.632 0.671 -0.207
C 6.071 -7.556 21.617 -0.851 0.349 0.966
C 5.751 -8.242 20.505 2.738 0.048 -2.450
C 6.726 -8.337 19.515 1.535 0.423 1.241
C 7.993 -7.755 19.706 -1.258 0.437 1.329
C 8.281 -7.107 20.918 -1.426 -0.371 -0.230
C 7.277 -6.993 21.904 1.959 0.333 -0.503
H 4.850 -8.647 20.253 -2.487 -0.995 0.169
H 6.628 -8.980 18.687 -0.626 -0.328 -1.109
H 8.697 -7.718 18.914 0.649 -0.328 -0.499
H 9.251 -6.694 21.053 0.572 0.372 0.260
H 7.437 -6.489 22.862 -0.055 -0.229 -0.515
Br 5.192 -2.753 15.200 0.504 0.586 0.077
C 6.259 -1.059 15.329 -0.764 0.176 -1.064
C 7.368 -1.280 16.308 0.983 1.201 -0.379
Br 8.312 0.445 16.801 -0.727 -0.490 -0.228
H 5.543 -0.305 15.681 0.274 -0.313 -0.007
H 6.522 -0.813 14.279 0.147 -0.238 0.880
H 8.257 -1.796 15.941 -0.737 -0.566 0.120
H 6.917 -1.631 17.211 0.329 -0.430 0.641
```
Forces are in eV/Å.

Output
- Structure (SMILES): O=[N+]([O-])c1ccccc1.O=[N+]([O-])c1ccccc1.O=[N+]([O-])c1ccccc1.BrCCBr
- Energy relative to the best compared isomer or geometry (same formula, charge and spin): 21.8 kcal/mol
- DFT total energy: -6536.947714 hartree
- HOMO-LUMO gap: 9.15 eV
- Maximum force: 0.071 hartree/bohr

# 2
The following is a DFT calculation (wB97M-V/def2-TZVPD) of a molecular structure, C20H19CaOP in a non-equilibrium geometry.

```
42
Properties=species:S:1:pos:R:3:forces:R:3
Ca 0.924 0.623 -0.036 -0.963 0.887 0.825
C 0.046 0.377 -3.010 -0.403 0.299 -0.102
H 1.094 0.615 -2.788 -0.044 -0.062 -0.086
H -0.031 -0.663 -3.336 0.107 0.157 0.134
H -0.292 1.035 -3.817 0.151 -0.093 0.100
H -0.621 0.524 -2.134 0.383 -0.199 -0.405
H -0.990 0.147 -0.325 -0.184 -0.330 0.160
O 1.779 -1.362 -0.888 -0.837 -1.520 1.468
C 1.141 -1.966 -0.022 0.820 1.295 -1.847
C 1.264 -3.060 0.836 0.755 0.202 1.683
C 1.902 -4.264 0.500 0.126 -0.651 0.391
C 2.332 -5.109 1.524 -0.353 0.122 -0.744
C 2.102 -4.776 2.867 -0.431 0.431 0.415
C 1.485 -3.577 3.229 0.322 -1.215 -0.165
C 1.070 -2.679 2.238 0.861 -0.060 -1.042
P 0.658 -0.977 2.435 -1.215 -0.291 -1.425
C 0.692 -0.814 4.196 0.243 0.231 1.429
C -0.507 -0.948 4.932 0.738 -0.032 -0.323
C -0.462 -0.908 6.318 0.231 -0.021 0.322
C 0.756 -0.704 6.978 -0.002 -0.056 -0.212
C 1.942 -0.547 6.251 -0.179 -0.036 0.206
C 1.917 -0.602 4.864 -0.730 -0.237 -0.028
C 0.029 2.032 1.947 0.784 -2.544 -1.075
C 0.389 2.387 3.217 0.055 2.219 1.096
C 0.201 3.731 3.634 -0.236 -0.667 -0.098
C -0.424 4.654 2.790 0.063 -0.148 -0.423
C -0.897 4.216 1.545 -0.073 -0.529 -0.096
C -0.692 2.870 1.133 -0.350 2.144 0.208
H 2.093 -4.505 -0.544 -0.026 0.030 0.210
H 2.854 -6.034 1.275 -0.154 0.294 0.059
H 2.415 -5.474 3.647 -0.001 0.262 -0.216
H 1.367 -3.332 4.280 -0.028 0.032 -0.167
H -1.441 -1.136 4.406 0.174 0.146 0.100
H -1.373 -1.063 6.899 0.249 0.115 -0.167
H 0.786 -0.695 8.066 -0.025 0.051 -0.237
H 2.889 -0.408 6.772 -0.234 -0.005 -0.080
H 2.835 -0.533 4.284 -0.131 0.082 0.127
H 0.817 1.690 3.935 0.163 0.164 -0.233
H 0.526 4.040 4.623 -0.003 0.016 -0.026
H -0.536 5.708 3.080 0.011 -0.564 -0.066
H -1.435 4.902 0.889 0.088 -0.072 0.175
H -1.146 2.523 0.195 0.276 0.151 0.158
```
Forces are in eV/Å.

Output
- DFT total energy: -1867.483876 hartree
- HOMO-LUMO gap (alpha / beta): 4.41 / 5.97 eV
- Maximum force: 0.056 hartree/bohr

# 3
The following is a DFT calculation (wB97M-V/def2-TZVPD) of C20H19Cl2N3O4 in the gas phase in a non-equilibrium geometry.

```
48
Properties=species:S:1:pos:R:3:forces:R:3
C -2.269 -1.060 2.928 -0.831 -0.656 2.035
C -0.992 -1.613 2.354 -0.403 2.502 2.519
N -0.883 -1.130 1.005 1.791 -2.363 -1.593
C -0.383 0.130 0.740 -0.055 4.901 1.770
O -0.719 1.122 1.448 0.435 -2.638 -0.826
N 0.488 0.448 -0.297 0.671 -3.283 -1.157
C 1.139 1.689 -0.440 -1.923 -0.285 0.325
C 2.268 1.974 0.248 1.888 -0.014 1.282
Cl 2.905 0.739 1.283 0.462 -0.019 0.049
C 2.778 3.272 0.353 -0.293 2.214 0.598
O 3.913 3.729 0.992 -0.330 -0.781 -0.187
C 5.167 3.169 0.626 0.628 1.008 0.495
C 1.918 4.322 0.008 -0.678 -0.705 -0.983
C 0.806 4.021 -0.802 1.323 -0.466 0.670
O 0.149 5.068 -1.293 2.676 1.577 -0.732
C -1.140 5.258 -0.954 -3.276 -0.278 1.365
C 0.497 2.700 -1.114 -0.998 1.187 -0.105
Cl -0.880 2.390 -2.124 0.285 -0.418 0.024
C 1.104 -0.649 -1.091 -2.131 -0.351 0.728
C 0.114 -1.834 -1.092 0.716 -0.093 -1.720
C 0.036 -2.519 -2.362 1.334 1.396 2.406
C -0.868 -3.516 -2.475 1.890 0.093 -3.566
C -1.556 -3.887 -1.426 -1.393 -1.747 0.726
C -1.531 -3.287 -0.187 -1.748 -0.194 1.461
C -0.714 -2.169 0.039 0.393 1.436 -3.339
C -2.647 -4.071 0.606 0.605 1.486 -2.333
C -2.752 -5.327 -0.246 -3.557 -3.066 1.079
O -3.298 -6.406 0.072 1.349 2.305 -0.254
N -2.360 -5.046 -1.497 0.281 0.565 0.297
H -2.156 -0.143 3.459 0.457 0.992 -0.032
H -2.997 -0.882 2.172 -0.689 -0.137 -0.561
H -2.679 -1.701 3.739 0.047 -0.098 -0.701
H -1.047 -2.663 2.467 0.337 -1.133 -0.827
H -0.188 -1.258 3.058 -0.198 -0.329 -1.138
H 5.374 2.309 1.218 0.173 -0.915 0.281
H 5.957 3.909 0.830 -0.522 -0.013 0.302
H 5.292 2.986 -0.420 -0.486 -0.441 -0.848
H 2.004 5.382 0.301 0.626 -0.811 -0.283
H -1.530 6.289 -1.014 0.913 -0.238 -0.027
H -1.651 4.666 -1.659 -1.720 -0.337 -0.677
H -1.413 4.838 0.044 0.408 0.410 -0.421
H 1.271 -0.292 -2.095 -0.273 0.117 -0.435
H 2.064 -0.948 -0.740 0.824 -0.159 0.774
H 0.792 -2.403 -3.160 -0.644 0.581 0.564
H -0.882 -4.063 -3.406 -0.309 -0.212 -0.082
H -3.632 -3.524 0.632 0.972 -0.603 -0.096
H -2.347 -4.325 1.550 0.497 -0.574 2.565
H -2.520 -5.689 -2.279 0.479 0.586 0.607
```
Forces are in eV/Å.

Output
- Structure (SMILES): CCN1C(=O)N(c2c(Cl)c(OC)cc(OC)c2Cl)Cc2ccc3c(c21)CC(=O)N3
- Energy relative to the best compared isomer or geometry (same formula, charge and spin): 73.4 kcal/mol
- DFT total energy: -2159.058158 hartree
- HOMO-LUMO gap: 9.05 eV
- Maximum force: 0.101 hartree/bohr